[1]
# C39H29FMnN3O7P

A molecular structure, C39H29FMnN3O7P in a non-equilibrium geometry (ωB97M-V/def2-TZVPD, OMol25).

As for the total charge: 0. The calculation puts the total energy at -3786.69005 Ha. Its lowest unoccupied orbital energy (alpha / beta) is -2.38 / -2.23 eV. The spin multiplicity is 2. For the orbital gap (alpha / beta), the calculation gives 4.472 / 4.632 eV.

Element x y z (Å)
Mn  -0.2218  -0.1235  0.5034
O  -2.9623  -0.0206  -6.1659
C  -2.0343  0.7291  -5.9456
O  -1.4110  1.5970  -6.5220
C  -1.4341  0.4920  -4.4698
C  -0.8078  -0.7082  -4.1804
C  -0.2816  -0.8860  -2.9075
N  -0.4111  0.0268  -1.9522
C  -1.0193  1.1756  -2.2437
C  -1.5207  1.4740  -3.5045
C  -1.2353  2.1276  -1.0565
O  -1.2353  3.3281  -1.2301
O  -1.4143  1.4974  0.0358
H  -0.7587  -1.4983  -4.9147
H  0.2423  -1.7972  -2.6368
H  -1.9730  2.4359  -3.6845
C  -1.3190  -7.2574  2.4134
C  -2.4431  -6.6088  1.6161
C  -2.7107  -7.3860  0.3276
C  -3.9587  -6.8254  -0.3372
C  -3.7662  -5.3557  -0.5681
C  -4.4515  -4.7272  -1.5922
C  -4.2102  -3.3911  -1.8781
F  -4.8799  -2.8272  -2.8904
C  -3.2914  -2.6574  -1.1686
C  -2.6158  -3.2713  -0.1085
C  -1.6469  -2.5144  0.6423
O  -1.3812  -1.2996  0.3619
C  -0.9658  -3.1857  1.6959
C  -1.2813  -4.4820  1.9801
N  -2.1680  -5.2116  1.2699
C  -2.8497  -4.6297  0.2119
C  0.1732  -2.4855  2.4410
O  0.6482  -3.0236  3.4247
O  0.5746  -1.3882  1.9220
H  -1.4805  -8.3305  2.4178
H  -1.3053  -6.9236  3.4456
H  -0.3537  -7.0582  1.9582
H  -3.3618  -6.6235  2.2181
H  -2.8423  -8.4425  0.5573
H  -1.8567  -7.2808  -0.3444
H  -4.8322  -6.9971  0.3006
H  -4.1427  -7.3188  -1.2932
H  -5.1770  -5.2677  -2.1818
H  -3.0861  -1.6252  -1.4114
H  -0.7849  -4.9452  2.8168
N  1.0895  0.9015  0.5676
P  2.2755  1.9747  0.6155
C  3.7394  1.2487  1.4016
C  3.5671  0.7602  2.6928
C  4.6508  0.2414  3.3755
C  5.8972  0.2023  2.7660
C  6.0569  0.6593  1.4673
C  4.9775  1.1871  0.7793
C  1.8343  3.4309  1.6042
C  2.7986  4.0809  2.3665
C  2.4339  5.1673  3.1397
C  1.1178  5.6039  3.1402
C  0.1598  4.9552  2.3769
C  0.5113  3.8601  1.6074
C  2.6358  2.4810  -1.0875
C  2.9223  3.7960  -1.4289
C  3.1441  4.1086  -2.7594
C  3.0730  3.1211  -3.7294
C  2.7728  1.8117  -3.3844
C  2.5523  1.4883  -2.0596
H  2.5809  0.7928  3.1350
H  4.5249  -0.1296  4.3817
H  6.7481  -0.1823  3.3090
H  7.0249  0.6103  0.9906
H  5.0899  1.5571  -0.2298
H  3.8246  3.7382  2.3491
H  3.1753  5.6708  3.7425
H  0.8411  6.4586  3.7380
H  -0.8626  5.3023  2.3809
H  -0.2232  3.3385  1.0098
H  2.9572  4.5645  -0.6680
H  3.3597  5.1278  -3.0436
H  3.2443  3.3724  -4.7643
H  2.7035  1.0536  -4.1505
H  2.2977  0.4808  -1.7495



[2]
# C39H31CaCl2N8O3

A molecular structure, C39H31CaCl2N8O3 in a non-equilibrium geometry (ωB97M-V/def2-TZVPD, OMol25).

As for the total charge: -1. The calculation puts the total energy at -3766.63452 Ha. Its lowest unoccupied orbital energy is 1.83 eV. The spin multiplicity is 1. For the orbital gap, the calculation gives 5.583 eV.

Element x y z (Å)
Ca  9.6500  10.2167  14.1031
C  15.1066  10.0523  11.3440
C  13.7961  9.4549  11.0745
C  13.0118  9.8396  10.0101
C  11.6605  9.6460  10.0599
C  10.9954  9.1330  11.2425
N  9.7911  9.6521  11.6470
C  8.7720  9.4104  10.7021
C  8.6720  8.1737  9.9378
C  7.5084  7.8296  9.2215
C  6.3576  8.6070  9.3296
C  5.1943  8.3314  8.5052
C  6.3792  9.7855  10.0543
C  7.5948  10.2398  10.5067
N  7.6360  11.6579  10.7472
C  8.6301  12.4940  11.3350
C  8.2958  13.7793  10.9493
C  6.9997  13.7222  10.3718
N  6.6273  12.4190  10.2891
C  11.8390  8.4554  12.2069
C  13.2588  8.5739  12.0820
N  11.2964  7.5355  13.1392
C  11.7353  6.2174  13.4558
C  10.8204  5.6609  14.3254
C  9.7941  6.6336  14.4222
N  10.0494  7.7095  13.7047
H  15.5884  9.7375  12.3141
H  15.0413  11.1786  11.5079
H  15.8686  10.0150  10.5108
H  13.4888  10.3567  9.1689
H  11.0025  10.0957  9.2937
H  9.5261  7.5343  9.9261
H  7.4115  6.8402  8.7857
H  5.4605  7.9635  7.5138
H  4.7222  9.2952  8.3632
H  4.4547  7.6568  8.9731
H  5.4923  10.3976  10.1893
H  9.4928  12.0992  11.7938
H  8.8453  14.6844  11.1759
H  6.3358  14.4783  10.0873
H  13.9687  8.2595  12.9125
H  12.5548  5.6292  13.0543
H  11.0849  4.7767  14.9005
H  8.8006  6.5249  14.8817
O  5.5888  12.2240  14.3102
C  6.7812  11.8491  14.4083
N  7.1458  10.5672  14.3077
C  6.1005  9.8053  13.6911
C  6.1464  8.3462  14.0165
C  6.3909  7.9309  15.3157
C  6.4419  6.5516  15.5182
C  6.2801  5.6252  14.4882
C  6.1594  6.1597  13.1995
N  6.0603  7.4708  13.0097
C  7.7871  12.8334  14.7493
C  7.3016  14.1250  15.1073
C  8.1972  15.0334  15.6369
C  9.5575  14.7318  15.6715
C  9.9746  13.4515  15.2051
N  9.0928  12.5259  14.8269
H  6.1701  9.7734  12.5718
H  5.1124  10.2331  14.0486
H  6.6911  8.6518  16.0581
H  6.6164  6.1479  16.5439
H  6.2593  4.5349  14.6886
H  6.1858  5.5156  12.3077
H  6.2433  14.3160  14.9851
H  7.9220  16.0055  16.0915
H  10.2845  15.3978  16.0466
H  11.0390  13.3615  15.0609
Cl  14.7963  12.1154  19.2857
C  13.7648  11.8401  18.0507
C  14.0397  12.5354  16.8488
C  13.3796  12.1329  15.6738
Cl  13.9033  12.6910  14.1976
C  12.2945  11.1192  15.6604
O  11.6063  10.9564  14.5992
C  11.9076  10.6321  16.9780
C  10.7164  9.8802  17.2083
O  9.8388  9.5126  16.3758
C  12.6752  10.9257  18.1057
H  14.7287  13.3549  16.8299
H  10.5359  9.6201  18.2686
H  12.5151  10.4080  19.0277